(1)
A single C16H20N4O3 molecule, computed with ωB97M-V/def2-TZVPD.

Results
HOMO energy   -8.15 eV
Lowest unoccupied orbital energy   0.44 eV
Energy above the lowest of the compared OMol25 structures with the same formula, charge and spin   0.0 kJ/mol
Total energy   -1066.50086 a.u.
Kohn-Sham gap   0.3158 hartree

```
43
Properties=species:S:1:pos:R:3:lowdin_charge:R:1
C -2.77 3.97 -0.06 -0.05
N -1.39 3.67 0.31 0.02
C -0.83 4.10 1.46 -0.45
O -1.40 4.87 2.24 0.02
C 0.65 3.61 1.77 -0.04
N 1.32 2.74 0.78 0.08
C 0.81 1.57 0.43 -0.50
O -0.06 1.03 1.10 0.09
C 1.33 0.95 -0.87 -0.20
C 2.54 0.03 -0.71 -0.08
C 2.31 -1.23 0.12 -0.15
C 2.28 -2.50 -0.38 -0.04
N 1.95 -3.36 0.66 0.06
C 1.85 -2.77 1.84 -0.22
C 1.60 -3.27 3.14 -0.01
C 1.65 -2.37 4.24 -0.09
C 1.94 -1.01 4.01 -0.08
C 2.20 -0.54 2.70 -0.03
C 2.15 -1.38 1.57 -0.10
N 0.27 0.17 -1.52 0.11
C -0.83 0.71 -2.02 -0.52
C -1.86 -0.29 -2.51 0.01
O -1.03 1.93 -2.13 0.03
H -3.42 3.72 0.80 0.09
H -2.79 5.05 -0.31 0.09
H -3.06 3.40 -0.97 0.08
H -0.91 3.02 -0.28 0.07
H 0.65 3.08 2.72 0.12
H 1.29 4.49 1.94 0.13
H 1.98 3.20 0.17 0.14
H 1.62 1.76 -1.55 0.16
H 3.26 0.60 -0.16 0.11
H 2.93 -0.22 -1.67 0.12
H 2.31 -2.82 -1.41 0.13
H 1.88 -4.34 0.52 0.14
H 1.39 -4.31 3.30 0.09
H 1.53 -2.74 5.25 0.10
H 1.98 -0.30 4.83 0.09
H 2.38 0.51 2.54 0.09
H 0.24 -0.82 -1.36 0.13
H -2.26 -0.78 -1.63 0.08
H -2.65 0.27 -3.01 0.09
H -1.39 -1.03 -3.16 0.08
```



(2)
A molecular structure, C18H31I2N9O3SeTi, computed with ωB97M-V/def2-TZVPD.

Results
HOMO energy (spin up / spin down)   -12.65 / -12.65 eV
Lowest unoccupied orbital energy (spin up / spin down)   -6.98 / -6.98 eV
Energy above the lowest of the compared OMol25 structures with the same formula, charge and spin   25.1 kJ/mol
Total charge   +2
Total energy   -5268.97852 a.u.
Kohn-Sham gap (spin up / spin down)   0.2084 / 0.2084 hartree

```
65
Properties=species:S:1:pos:R:3:lowdin_charge:R:1
Ti 0.66 0.04 0.65 0.45
C -3.91 2.86 -0.41 0.03
N -2.51 2.48 -0.19 -0.07
C -1.54 3.59 -0.28 0.03
C -2.13 1.27 0.09 -0.34
O -0.90 1.04 0.36 -0.29
C -3.09 0.11 0.23 -0.09
O -2.42 -1.12 0.14 -0.15
C -2.68 -1.85 -1.04 -0.11
C -2.02 -1.16 -2.23 -0.42
O -1.46 -0.09 -2.04 0.04
N -2.09 -1.77 -3.43 -0.13
C -2.74 -3.05 -3.66 -0.02
C -1.47 -1.14 -4.59 -0.01
H -4.02 3.25 -1.42 0.11
H -4.16 3.65 0.31 0.12
H -4.59 2.03 -0.25 0.09
H -1.77 4.16 -1.17 0.11
H -0.53 3.20 -0.33 0.00
H -1.65 4.22 0.60 0.12
H -3.88 0.19 -0.52 0.14
H -3.56 0.18 1.22 0.16
H -3.76 -1.97 -1.19 0.14
H -2.28 -2.85 -0.88 0.11
H -3.39 -3.33 -2.83 0.08
H -2.00 -3.84 -3.82 0.10
H -3.36 -2.98 -4.55 0.10
H -0.95 -0.25 -4.28 0.08
H -2.23 -0.88 -5.33 0.10
H -0.77 -1.84 -5.05 0.10
C 5.12 -1.57 1.77 0.00
N 3.99 -2.01 2.59 -0.12
C 4.24 -3.04 3.60 -0.01
C 2.80 -1.42 2.40 -0.42
N 2.53 -0.59 1.45 -0.05
N 1.83 -1.70 3.36 0.17
C 0.48 -1.57 3.22 -0.56
N -0.25 -1.80 4.31 0.23
N -0.07 -1.29 2.05 -0.06
H 6.03 -1.98 2.18 0.10
H 5.21 -0.48 1.79 0.11
H 5.01 -1.92 0.74 0.10
H 4.98 -3.73 3.21 0.10
H 3.34 -3.61 3.80 0.09
H 4.62 -2.61 4.53 0.11
H 3.30 -0.45 0.80 0.03
H 2.17 -1.88 4.29 0.16
H 0.18 -1.88 5.22 0.14
H -1.23 -1.59 4.29 0.14
H -1.08 -1.31 2.08 0.08
I 2.15 2.16 -0.18 0.47
I 0.80 1.69 3.08 0.26
Se 0.66 -3.11 -0.23 1.21
N 1.05 -1.39 -0.77 -0.32
C 1.64 -1.48 -1.97 -0.31
C 2.09 -0.40 -2.78 -0.05
C 2.68 -0.70 -3.96 -0.02
C 2.86 -2.05 -4.44 -0.04
C 2.43 -3.10 -3.73 0.00
C 1.80 -2.85 -2.46 -0.35
N 1.35 -3.79 -1.68 -0.19
H 1.96 0.62 -2.46 0.00
H 3.03 0.11 -4.58 0.13
H 3.35 -2.20 -5.40 0.12
H 2.54 -4.13 -4.06 0.13
```



(3)
A molecular structure, C21H23AuN5O4, computed with ωB97M-V/def2-TZVPD.

Results
HOMO energy   -10.76 eV
Lowest unoccupied orbital energy   -5.35 eV
Energy above the lowest of the compared OMol25 structures with the same formula, charge and spin   104.7 kJ/mol
Total charge   +1
Total energy   -1524.17033 a.u.
Kohn-Sham gap   0.1986 hartree

```
54
Properties=species:S:1:pos:R:3:lowdin_charge:R:1
Au 0.36 -0.25 -0.10 1.35
C 2.59 1.83 -0.41 -0.06
N 1.22 1.86 0.13 -0.24
C 1.22 2.26 1.56 -0.03
C 0.34 2.71 -0.67 -0.21
C 0.60 4.07 -0.81 -0.02
C -0.20 4.84 -1.64 -0.06
C -1.26 4.25 -2.32 -0.06
C -1.54 2.90 -2.16 -0.02
C -0.77 2.14 -1.28 -0.22
N -1.03 0.80 -1.00 -0.06
C -2.25 0.12 -1.09 -0.23
C -3.51 0.69 -0.96 0.00
C -4.63 -0.13 -0.94 -0.05
C -4.50 -1.51 -1.03 -0.06
C -3.24 -2.08 -1.15 -0.01
C -2.13 -1.26 -1.18 -0.22
N -0.76 -1.76 -1.31 -0.26
C -0.27 -1.67 -2.72 -0.04
C -0.57 -3.13 -0.77 -0.06
H 3.08 2.80 -0.29 0.10
H 2.56 1.58 -1.47 0.10
H 3.17 1.07 0.13 0.08
H 1.61 3.27 1.66 0.10
H 1.86 1.57 2.12 0.09
H 0.22 2.19 1.97 0.10
H 1.45 4.51 -0.31 0.12
H 0.01 5.89 -1.77 0.11
H -1.88 4.84 -2.99 0.12
H -2.36 2.44 -2.70 0.12
H -3.61 1.76 -0.82 0.12
H -5.61 0.31 -0.80 0.12
H -5.37 -2.15 -1.01 0.11
H -3.13 -3.16 -1.20 0.12
H -0.84 -2.35 -3.34 0.11
H 0.78 -1.94 -2.76 0.09
H -0.40 -0.65 -3.08 0.09
H -1.06 -3.86 -1.42 0.10
H -0.99 -3.18 0.23 0.11
H 0.49 -3.35 -0.74 0.08
O 3.47 -2.87 5.01 0.14
C 2.30 -2.87 4.33 -0.47
O 1.30 -3.30 4.80 0.18
C 2.37 -2.36 2.92 -0.05
C 3.15 -2.82 1.89 0.02
N 2.75 -2.20 0.77 0.04
N 1.75 -1.34 1.04 -0.07
C 1.49 -1.44 2.34 -0.12
C 0.43 -0.52 2.93 -0.63
O 0.57 -0.18 4.08 0.10
O -0.47 -0.16 2.07 -0.13
H 4.14 -2.38 4.53 0.12
H 3.95 -3.55 1.87 0.15
H 3.12 -2.28 -0.16 0.16
```



(4)
A single C7H15NOS3 molecule, computed with ωB97M-V/def2-TZVPD.

Results
HOMO energy   -8.13 eV
Lowest unoccupied orbital energy   0.11 eV
Energy above the lowest of the compared OMol25 structures with the same formula, charge and spin   344.1 kJ/mol
Total energy   -1600.11253 a.u.
Kohn-Sham gap   0.3027 hartree

```
27
Properties=species:S:1:pos:R:3:lowdin_charge:R:1
C -0.43 2.22 0.57 -0.09
C -1.05 1.65 -0.83 -0.18
N -1.61 0.19 -0.95 -0.16
C -2.62 -0.31 0.11 -0.28
C -1.85 -0.73 1.33 -0.14
C -1.05 -0.91 -1.47 -0.99
S -1.11 -2.60 -1.35 0.57
S 0.58 -0.47 -2.53 0.41
S 1.89 0.84 -1.67 0.47
C 2.95 -0.33 -0.67 -0.54
C 2.30 -0.94 0.56 -0.35
O 3.25 -1.65 1.42 -0.15
H 0.73 1.97 0.73 0.08
H -1.11 2.00 1.40 0.05
H -0.43 3.30 0.48 0.06
H -2.08 2.15 -0.88 0.12
H -0.63 1.94 -1.72 0.03
H -3.19 -1.27 -0.23 0.12
H -3.40 0.51 0.05 0.12
H -1.49 -1.75 0.94 0.02
H -2.66 -0.64 2.21 0.12
H -0.91 0.02 1.65 0.11
H 3.93 0.31 -0.48 0.11
H 3.49 -1.10 -1.25 0.08
H 2.11 -0.05 1.14 0.09
H 1.39 -1.58 0.20 0.12
H 3.01 -2.75 1.23 0.20
```



(5)
A molecular structure, C18H11F10N4OsS, computed with ωB97M-V/def2-TZVPD.

Results
HOMO energy (spin up / spin down)   -12.09 / -12.12 eV
Lowest unoccupied orbital energy (spin up / spin down)   -3.29 / -6.10 eV
Total charge   +1
Multiplicity   5
Total energy   -2398.67199 a.u.
Kohn-Sham gap (spin up / spin down)   0.3235 / 0.2212 hartree

```
45
Properties=species:S:1:pos:R:3:lowdin_charge:R:1
Os 0.01 -0.01 0.15 1.47
C 0.44 2.67 -1.10 -0.03
N 0.04 2.14 0.23 -0.36
C -1.31 2.64 0.61 -0.15
C -2.35 1.75 -0.05 -0.18
N -1.92 0.37 0.20 -0.19
C -2.93 -0.61 0.34 -0.21
C -3.07 -1.32 1.52 -0.18
F -2.27 -1.06 2.55 0.09
C -4.03 -2.31 1.64 -0.13
F -4.15 -2.98 2.78 0.15
C -4.87 -2.59 0.58 -0.12
F -5.78 -3.54 0.69 0.16
C -4.75 -1.88 -0.61 -0.14
F -5.54 -2.16 -1.63 0.16
C -3.78 -0.90 -0.72 -0.17
F -3.64 -0.24 -1.87 0.13
C 1.06 2.45 1.27 -0.16
C 2.33 1.67 0.99 -0.18
N 1.96 0.33 0.51 -0.18
C 2.99 -0.42 -0.08 -0.20
C 4.20 -0.67 0.55 -0.14
F 4.42 -0.21 1.78 0.13
C 5.18 -1.43 -0.06 -0.13
F 6.32 -1.67 0.57 0.16
C 4.97 -1.96 -1.33 -0.12
F 5.91 -2.68 -1.91 0.17
C 3.77 -1.72 -1.98 -0.13
F 3.56 -2.20 -3.19 0.16
C 2.81 -0.95 -1.35 -0.17
F 1.66 -0.68 -2.01 0.05
H 0.56 3.75 -1.04 0.11
H -0.33 2.44 -1.83 0.10
H 1.38 2.22 -1.42 0.09
H -1.41 3.69 0.32 0.14
H -1.39 2.55 1.69 0.13
H -2.44 1.95 -1.12 0.12
H -3.32 1.92 0.40 0.15
H 0.64 2.15 2.23 0.13
H 1.25 3.53 1.30 0.15
H 2.93 1.61 1.91 0.13
H 2.95 2.16 0.24 0.14
S 0.23 -2.28 0.58 0.66
C -0.80 -2.65 -0.71 -0.76
N -1.50 -2.85 -1.61 0.15
```



(6)
A molecular structure, C15H32I2MnN3O3P2, computed with ωB97M-V/def2-TZVPD.

Results
HOMO energy (spin up / spin down)   -17.11 / -17.08 eV
Lowest unoccupied orbital energy (spin up / spin down)   -9.64 / -9.65 eV
Energy above the lowest of the compared OMol25 structures with the same formula, charge and spin   0.0 kJ/mol
Total charge   +3
Multiplicity   2
Total energy   -3408.94726 a.u.
Kohn-Sham gap (spin up / spin down)   0.2745 / 0.2729 hartree

```
58
Properties=species:S:1:pos:R:3:lowdin_charge:R:1
Mn 1.08 -0.44 0.03 0.40
C -0.65 -2.90 1.72 -0.22
P -0.98 -1.44 0.69 0.85
C -1.94 -2.07 -0.70 -0.23
C -2.24 -0.61 1.77 -0.34
C -2.78 0.81 1.52 -0.25
P -2.07 2.31 2.28 0.92
C -1.05 3.27 1.17 -0.12
C -3.40 3.31 2.91 -0.12
H 0.01 -3.58 1.18 0.07
H -1.57 -3.43 1.95 0.07
H -0.15 -2.62 2.64 0.05
H -1.29 -2.66 -1.34 0.06
H -2.33 -1.24 -1.31 0.06
H -2.77 -2.69 -0.36 0.07
H -1.92 -0.73 2.81 0.08
H -3.11 -1.27 1.68 0.10
H -3.81 0.83 1.90 0.11
H -2.86 1.05 0.46 0.11
H -1.71 3.87 0.55 0.09
H -0.43 2.63 0.54 0.04
H -0.42 3.94 1.75 0.09
H -4.09 3.53 2.09 0.10
H -3.00 4.25 3.30 0.09
H -3.93 2.79 3.70 0.09
O -1.23 1.97 3.65 -0.06
C -0.09 1.29 3.60 -0.34
C 0.70 0.97 4.82 -0.01
C 1.79 0.06 4.23 -0.01
C 1.43 0.02 2.77 -0.43
O 1.89 -0.68 1.88 -0.11
N 0.35 0.85 2.47 0.18
H 0.08 0.49 5.58 0.16
H 1.08 1.90 5.26 0.16
H 1.78 -0.95 4.64 0.15
H 2.80 0.44 4.35 0.15
I 3.21 1.32 -0.47 0.40
I 5.17 0.19 0.91 0.31
C 3.04 -1.25 -4.59 -0.01
N 2.16 -1.59 -3.47 -0.11
C 2.53 -2.81 -2.76 0.00
C 1.20 -0.78 -3.02 -0.45
O 0.83 -0.88 -1.77 -0.23
N 0.57 0.08 -3.81 -0.10
C 0.42 -0.11 -5.26 0.00
C -0.13 1.24 -3.28 -0.01
H 4.06 -1.41 -4.26 0.11
H 2.93 -0.20 -4.86 0.09
H 2.84 -1.87 -5.46 0.11
H 2.55 -3.63 -3.46 0.11
H 1.80 -3.03 -1.99 0.08
H 3.51 -2.70 -2.30 0.10
H 0.63 -1.15 -5.52 0.10
H 1.07 0.55 -5.83 0.11
H -0.61 0.10 -5.52 0.11
H -0.06 1.27 -2.20 0.06
H -1.18 1.21 -3.56 0.10
H 0.30 2.16 -3.69 0.11
```



(7)
A molecular structure, C3H4NO2S, computed with ωB97M-V/def2-TZVPD.

Results
HOMO energy (spin up / spin down)   0.08 / -4.46 eV
Lowest unoccupied orbital energy (spin up / spin down)   3.89 / 2.34 eV
Energy above the lowest of the compared OMol25 structures with the same formula, charge and spin   180.9 kJ/mol
Total charge   -1
Multiplicity   3
Total energy   -719.96803 a.u.
Kohn-Sham gap (spin up / spin down)   0.1399 / 0.2501 hartree

```
11
Properties=species:S:1:pos:R:3:lowdin_charge:R:1
C 1.65 -0.65 0.06 -0.56
C 0.59 0.35 -0.25 -0.25
C -0.33 -0.75 0.10 -0.25
N 0.92 -1.66 0.26 -0.06
O 3.71 0.55 1.24 -0.52
O 3.54 0.50 -1.23 -0.51
S 3.54 -0.31 -0.01 0.75
H 0.60 1.17 0.59 0.12
H 0.27 0.78 -1.23 0.09
H -0.80 -0.56 1.02 0.06
H -1.00 -1.08 -0.75 0.11
```



(8)
14 unconnected molecules or ions with the total composition C6H38O14, computed with ωB97M-V/def2-TZVPD.

Results
HOMO energy   -8.92 eV
Lowest unoccupied orbital energy   0.06 eV
Energy above the lowest of the compared OMol25 structures with the same formula, charge and spin   544.2 kJ/mol
Total energy   -1304.56051 a.u.
Kohn-Sham gap   0.3299 hartree

```
58
Properties=species:S:1:pos:R:3:lowdin_charge:R:1
C -1.70 -0.89 -3.49 -0.27
O -2.21 -1.18 -2.17 -0.11
C -2.22 0.40 -4.14 -0.12
C -2.43 1.48 -2.92 -0.17
C -1.34 1.63 -1.91 -0.10
C -0.41 2.48 -2.26 -0.17
C 0.81 2.69 -1.37 -0.09
H -2.10 -1.83 -3.91 0.11
H -0.59 -1.13 -3.66 0.13
H -1.50 -1.02 -1.50 0.08
H -3.22 0.20 -4.34 0.08
H -1.54 0.69 -4.89 0.08
H -3.22 1.07 -2.48 0.04
H -2.72 2.28 -3.56 0.10
H -1.35 1.00 -0.93 0.14
H -0.30 3.11 -3.07 0.08
H 1.59 3.11 -1.94 0.06
H 0.61 3.53 -0.69 0.08
H 0.96 1.86 -0.72 0.03
H -1.14 -2.99 2.39 0.04
H 0.08 -3.08 3.30 0.03
O -0.16 -2.91 2.43 -0.04
H -3.89 0.26 2.34 -0.02
H -2.44 0.64 2.81 0.02
O -3.31 0.33 2.98 0.05
H 0.21 0.19 2.92 0.04
H 1.70 0.60 2.50 0.05
O 1.09 0.52 3.28 -0.10
H -0.07 -0.51 0.72 -0.08
H -0.76 -1.25 1.88 0.02
O -0.53 -0.41 1.46 -0.02
H -2.64 -1.24 2.96 -0.03
H -3.67 -2.34 3.24 0.04
O -2.75 -2.16 3.19 -0.04
H 1.01 -4.24 -2.09 0.05
H 1.02 -4.25 -3.57 0.01
O 0.67 -3.74 -2.86 -0.05
H 0.82 2.40 -5.22 0.14
H 1.29 1.22 -4.17 0.00
O 1.42 1.47 -5.10 -0.15
H 0.90 1.41 5.06 0.04
H -0.10 2.07 4.36 -0.09
O 0.14 2.00 5.24 -0.06
H 4.09 -0.51 1.97 0.03
H 5.01 0.43 1.12 -0.05
O 4.27 0.42 1.60 -0.05
H 3.47 -2.90 2.10 0.07
H 2.30 -1.56 2.15 0.09
O 3.25 -1.96 2.20 -0.09
H 1.33 -0.75 -1.44 0.07
H 1.91 0.34 -0.38 0.04
O 1.22 -0.32 -0.56 -0.08
H 3.85 -0.75 -2.83 0.07
H 3.81 -0.23 -1.32 0.04
O 3.46 -0.88 -1.95 -0.06
H -2.07 3.05 3.29 0.00
H -0.64 3.15 3.42 0.07
O -1.34 2.72 2.86 -0.02
```



(9)
2 unconnected molecules or ions with the total composition C5H7NO, computed with ωB97M-V/def2-TZVPD.

Results
HOMO energy   -9.31 eV
Lowest unoccupied orbital energy   0.47 eV
Energy above the lowest of the compared OMol25 structures with the same formula, charge and spin   188.2 kJ/mol
Total energy   -324.65277 a.u.
Kohn-Sham gap   0.3593 hartree

```
14
Properties=species:S:1:pos:R:3:lowdin_charge:R:1
C 0.96 -1.83 -0.45 -0.09
C 0.51 -0.40 -0.50 -0.21
C -0.69 0.02 -0.91 -0.13
C -1.22 1.32 -0.49 -0.24
N -0.59 2.00 0.40 0.04
C 0.14 0.45 2.01 -0.02
O 0.85 1.02 2.69 0.05
H 1.75 -2.02 -1.18 0.08
H 0.13 -2.51 -0.62 0.08
H 1.38 -2.04 0.54 0.08
H 1.23 0.35 -0.16 0.10
H -1.38 -0.66 -1.39 0.10
H -2.21 1.60 -0.85 0.11
H -1.12 2.79 0.75 0.06
```



(10)
A single C9H17BOS molecule, computed with ωB97M-V/def2-TZVPD.

Results
HOMO energy   -7.02 eV
Lowest unoccupied orbital energy   -0.61 eV
Total energy   -851.30960 a.u.
Kohn-Sham gap   0.2355 hartree

```
29
Properties=species:S:1:pos:R:3:lowdin_charge:R:1
B 1.44 0.82 0.26 -0.11
C 3.50 2.14 0.93 0.11
C 2.23 2.10 0.44 -0.26
C -0.06 -1.12 0.06 -0.50
C -1.38 -0.31 0.07 -0.88
C 1.56 3.32 -0.09 -0.05
C 0.00 -2.32 -0.88 -0.02
C 0.33 -1.64 1.49 -0.05
C -2.52 -1.25 0.19 -0.14
C -1.60 0.54 -1.18 -0.14
O 1.02 -0.21 -0.43 0.12
S -1.36 0.91 1.48 0.55
H 3.74 3.19 0.81 0.08
H 4.15 1.46 1.42 0.07
H 0.58 3.17 -0.38 0.05
H 1.62 4.03 0.69 0.09
H 2.20 3.67 -0.88 0.10
H -0.63 -2.14 -1.83 0.11
H -0.23 -3.20 -0.29 0.08
H 1.12 -2.42 -1.26 0.13
H -0.40 -2.28 1.90 0.07
H 0.49 -0.77 2.21 0.07
H 1.24 -2.15 1.42 0.06
H -2.76 -1.81 -0.74 0.09
H -3.47 -0.73 0.56 0.11
H -2.37 -1.94 0.99 0.06
H -2.45 1.23 -1.14 0.09
H -1.57 -0.07 -2.03 0.05
H -0.88 1.35 -1.43 0.07
```